The following is a DFT calculation (the ωB97M-V functional and the def2-TZVPD basis) of a structure of composition C36H33CoF6N6O4Sb.

XYZ file:
```
87
Properties=species:S:1:pos:R:3
C 1.736 0.286 -0.109
O 0.663 -0.385 0.101
H 1.226 5.853 -0.976
H 2.391 -1.995 4.763
H 3.045 4.675 0.004
H 4.145 5.163 -1.286
H 0.383 1.945 -4.416
F -1.221 3.589 2.396
C 1.045 2.418 -3.700
C -1.395 -3.431 -0.903
F 0.902 3.989 0.933
H -7.828 -1.886 0.710
C 1.717 4.349 -2.436
H -1.206 -5.204 -2.062
C -5.826 -1.104 0.617
C 3.877 0.110 -1.493
H -4.161 1.741 -1.772
C 2.803 -0.503 -0.844
C -2.582 0.821 3.383
H 4.488 1.969 -0.932
C 2.915 2.266 -2.187
H 0.675 6.219 -2.614
C -3.194 1.787 -1.303
H 1.390 -4.832 1.280
H 5.733 -2.636 -2.234
C -0.988 -2.645 0.194
C 2.780 -1.893 -0.761
H -7.734 -0.229 0.111
C 4.907 -2.050 -1.851
C 1.547 -2.919 2.956
F 0.438 2.718 4.467
C 0.606 -4.424 0.659
H 5.737 -0.167 -2.485
H 3.777 -3.748 -1.173
Co -0.772 -0.060 1.330
H -2.176 -3.022 -1.531
C -0.847 -4.655 -1.197
C 0.876 3.752 -3.370
H -5.795 -3.185 1.129
C 4.920 -0.669 -1.982
O -2.214 -0.088 2.526
C 0.800 -6.516 -0.721
H 0.593 -0.022 4.092
N -1.616 -1.437 0.401
H 2.379 6.395 -2.182
H 1.924 -2.356 -0.292
C 0.177 -5.183 -0.412
O 1.962 1.418 0.273
C 3.818 -2.668 -1.255
H -7.518 -0.560 1.829
C -1.112 2.105 -0.656
C -5.198 -2.327 0.839
H 4.405 3.672 -0.408
C 0.055 -3.177 0.967
H -0.094 2.433 -0.502
C 2.751 3.618 -1.842
H 1.465 -6.834 0.084
O -3.557 0.705 4.103
H 2.186 0.636 -3.381
N -1.617 1.139 0.094
N 0.128 -1.295 2.514
F 0.134 1.407 2.382
F 0.823 5.065 3.371
H -3.366 -3.415 0.990
F 2.446 2.869 2.775
H 0.083 4.335 -3.823
H 0.042 -7.290 -0.852
C -3.654 -0.178 0.137
C 0.793 -0.964 3.612
C 1.704 -1.971 3.936
N -2.888 0.938 -0.299
N 3.966 1.519 -1.662
C -2.087 2.561 -1.554
C -7.306 -0.935 0.825
C 1.487 5.781 -2.034
H 1.390 -6.479 -1.639
C -3.825 -2.463 0.755
N 0.586 -2.492 2.107
C -5.023 -0.028 0.271
C 2.054 1.677 -3.117
C 3.634 4.308 -0.836
Sb 0.630 3.320 2.672
H -5.460 0.953 0.124
H -1.946 1.716 3.436
H -1.978 3.340 -2.285
C -3.005 -1.388 0.406
H 2.054 -3.854 2.815
```

## Properties
**F_max**: 0.8 eV/Å
**Total charge**: -1
**ΔE to the lowest compared entry with this formula, charge and spin**: 1.8 kcal/mol
**Molecular weight**: 908.4 g/mol
**LUMO level**: 0.0836 hartree
**Kohn-Sham gap**: 7.3 eV

Partial charges, Löwdin, in e: -0.532, -0.065, 0.077, 0.099, 0.074, 0.081, 0.099, -0.344, -0.098, -0.010, -0.330, 0.070, -0.242, 0.112, -0.278, -0.202, 0.123, -0.045, -0.465, 0.114, -0.219, 0.071, -0.037, 0.099, 0.095, -0.210, -0.004, 0.072, -0.094, -0.042, -0.363, -0.004, 0.108, 0.095, 0.621, 0.124, -0.045, -0.090, 0.108, -0.024, -0.132, -0.059, 0.118, 0.006, 0.076, 0.088, -0.286, 0.046, -0.082, 0.083, -0.066, -0.041, 0.067, -0.113, 0.100, -0.166, 0.070, -0.001, 0.114, 0.037, 0.031, -0.349, -0.368, 0.118, -0.339, 0.096, 0.075, -0.123, -0.064, -0.024, -0.021, 0.086, -0.021, -0.060, -0.048, 0.077, -0.003, -0.018, 0.021, -0.027, -0.027, 1.428, 0.123, 0.091, 0.092, -0.218, 0.111